{
  "formula": "C12H16BNO",
  "method": "wB97M-V/def2-TZVPD",
  "de_lowest_kcal_mol": 71.55,
  "homo_energy_ev": -8.3,
  "total_energy_ev": -16914.908,
  "species": ["B", "C", "C", "C", "C", "C", "C", "C", "C", "C", "C", "C", "C", "N", "O", "H", "H", "H", "H", "H", "H", "H", "H", "H", "H", "H", "H", "H", "H", "H", "H"],
  "xyz": [[1.339, 1.581, -0.550], [-3.512, 0.619, 0.830], [-2.737, -0.010, 1.718], [-3.212, 0.535, -0.555], [-1.501, -0.575, 1.302], [-2.077, -0.095, -0.967], [-1.181, -0.631, -0.054], [1.782, -1.893, 1.056], [0.678, -2.186, 0.386], [2.318, -0.441, 0.879], [0.088, -1.288, -0.556], [2.397, 2.661, 0.106], [0.335, -1.502, -1.997], [1.516, 0.268, -0.086], [0.310, 1.734, -1.475], [-4.340, 1.066, 1.257], [-2.916, -0.026, 2.831], [-3.800, 0.923, -1.226], [-0.920, -0.966, 1.993], [-1.678, -0.285, -2.013], [2.319, -2.318, 1.822], [0.178, -3.153, 0.652], [2.072, 0.090, 1.890], [3.432, -0.597, 0.538], [1.914, 3.310, 0.674], [2.930, 3.171, -0.680], [3.050, 2.154, 0.664], [0.313, -0.647, -2.502], [-0.281, -2.223, -2.300], [1.299, -1.799, -2.187], [-0.116, 2.525, -1.449]]
}